The following is a quantum chemistry calculation of 2 unconnected molecules or ions with the total composition C2H6NO2 at a distorted geometry, from the Open Molecules 2025 dataset.

orbital gap	8.15	eV
energy	-285.0326	hartree
lowest unoccupied orbital energy	0.1550	hartree
HOMO	-3.93	eV

Geometry as ORCA input:
```
! RIJCOSX wB97M-V def2-TZVPD def2/J DEFGRID3
* xyz -1 1
C -1.285 -1.187 -1.234
O -0.111 -1.390 -0.432
H -1.625 -0.156 -1.029
H -1.184 -1.381 -2.328
H -2.011 -1.910 -0.845
C 1.519 1.279 1.456
N 0.540 0.767 0.701
O 1.800 2.287 2.148
H 2.495 0.717 1.159
H 0.015 -0.442 0.080
H -0.152 1.417 0.324
*
```

The following is a quantum chemistry calculation of 3 unconnected molecules or ions with the total composition C18H44BN2O5, from the Open Molecules 2025 dataset.

orbital gap	6.62	eV
energy	-1222.8411	hartree
lowest unoccupied orbital energy	0.0899	hartree
HOMO	-4.18	eV

Geometry as ORCA input:
```
! RIJCOSX wB97M-V def2-TZVPD def2/J DEFGRID3
* xyz -1 1
C 0.814 2.326 0.484
B -0.438 1.384 0.045
O -0.559 0.135 0.916
C -1.938 0.045 1.177
C -2.273 1.509 1.370
O -3.589 1.893 1.654
C -4.538 1.460 0.697
C -5.465 2.613 0.239
C -5.021 3.959 0.802
C -6.916 2.332 0.624
C -7.546 1.131 -0.098
C -8.660 0.521 0.756
C -8.136 1.566 -1.441
O -1.773 2.077 0.201
H 0.756 2.702 1.512
H 1.760 1.783 0.389
H 0.873 3.183 -0.192
H -0.205 1.005 -1.130
H -2.188 -0.636 1.993
H -2.418 -0.333 0.259
H -1.659 1.846 2.216
H -5.147 0.686 1.175
H -4.030 1.041 -0.168
H -5.414 2.663 -0.852
H -3.972 4.154 0.603
H -5.191 3.975 1.879
H -5.643 4.747 0.372
H -6.978 2.192 1.707
H -7.518 3.217 0.391
H -6.780 0.377 -0.289
H -9.024 -0.418 0.342
H -9.487 1.232 0.809
H -8.315 0.363 1.778
H -8.776 0.789 -1.861
H -8.751 2.458 -1.305
H -7.370 1.802 -2.179
C 1.612 -3.904 -2.061
C 1.010 -2.510 -1.892
C 1.732 -1.424 -2.703
O 2.976 -1.015 -2.166
C 4.080 -1.834 -2.467
N 0.919 -2.186 -0.472
H 2.531 -4.015 -1.484
H 0.912 -4.656 -1.697
H 1.834 -4.123 -3.109
H -0.013 -2.544 -2.282
H 1.108 -0.529 -2.697
H 1.866 -1.739 -3.750
H 4.015 -2.255 -3.477
H 4.194 -2.644 -1.739
H 4.969 -1.203 -2.408
H 0.408 -1.308 -0.356
H 1.856 -1.968 -0.146
C 7.323 -1.631 -0.422
C 6.355 -1.330 0.717
C 6.913 -0.377 1.780
O 7.856 -0.959 2.663
C 9.180 -1.019 2.180
N 5.885 -2.597 1.283
H 8.097 -2.344 -0.135
H 6.776 -2.073 -1.253
H 7.812 -0.724 -0.784
H 5.486 -0.826 0.283
H 6.085 -0.051 2.413
H 7.342 0.519 1.313
H 9.418 -0.148 1.561
H 9.365 -1.929 1.601
H 9.844 -1.025 3.045
H 5.133 -2.419 1.942
H 6.637 -2.989 1.842
*
```

The following is a quantum chemistry calculation of a single C4H5NO molecule at a distorted geometry, from the Open Molecules 2025 dataset.

orbital gap	8.43	eV
energy	-285.2729	hartree
lowest unoccupied orbital energy	-0.0023	hartree
HOMO	-8.49	eV

Geometry as ORCA input:
```
! RIJCOSX wB97M-V def2-TZVPD def2/J DEFGRID3
* xyz 0 1
C 0.653 1.192 -1.124
C -0.098 0.339 -0.081
C 0.324 -1.002 -0.209
N -0.414 -1.867 1.123
C -1.285 -1.399 1.742
O -0.981 0.818 0.644
H 1.143 2.016 -0.597
H 1.410 0.641 -1.696
H -0.070 1.600 -1.836
H 1.392 -1.201 -0.156
H -2.096 -0.965 2.301
*
```

The following is a quantum chemistry calculation of a single C16H9FN4OS molecule at a distorted geometry, from the Open Molecules 2025 dataset.

SMILES	O=c1nc(Nc2ccccc2F)sc2nc3ccccc3nc12
orbital gap	7.71	eV
energy	-1407.4228	hartree
lowest unoccupied orbital energy	-0.0450	hartree
HOMO	-8.93	eV

Geometry as ORCA input:
```
! RIJCOSX wB97M-V def2-TZVPD def2/J DEFGRID3
* xyz 0 1
O 3.275 -1.943 0.478
C 2.220 -1.359 0.338
N 1.137 -2.172 0.615
C -0.063 -1.703 0.744
N -0.962 -2.688 0.927
C -2.312 -2.514 1.086
C -2.812 -1.630 2.042
C -4.199 -1.457 2.235
C -5.047 -2.230 1.500
C -4.564 -3.176 0.554
C -3.217 -3.312 0.360
F -2.797 -4.218 -0.568
S -0.351 0.031 0.909
C 0.978 0.732 -0.025
N 0.811 2.003 -0.426
C 1.853 2.592 -1.030
C 1.757 3.945 -1.411
C 2.878 4.640 -1.915
C 4.074 3.948 -2.121
C 4.148 2.566 -1.779
C 3.075 1.885 -1.226
N 3.196 0.579 -0.839
C 2.145 0.011 -0.219
H -0.637 -3.589 0.571
H -2.165 -0.985 2.610
H -4.591 -0.651 2.885
H -6.133 -2.118 1.626
H -5.255 -3.828 0.002
H 0.799 4.427 -1.264
H 2.684 5.664 -2.233
H 4.973 4.478 -2.526
H 5.103 2.069 -1.901
*
```

The following is a quantum chemistry calculation of 2 unconnected molecules or ions with the total composition CH4INO2 at a distorted geometry, from the Open Molecules 2025 dataset.

orbital gap (spin up / spin down)	8.31 / 8.31	eV
energy	-543.2861	hartree
lowest unoccupied orbital energy (spin up / spin down)	0.0139 / 0.0139	hartree
HOMO (spin up / spin down)	-7.93 / -7.93	eV

Geometry as ORCA input:
```
! RIJCOSX wB97M-V def2-TZVPD def2/J DEFGRID3
* xyz 0 1
C -0.609 -0.590 0.745
N 0.596 0.605 -1.456
O -0.081 -0.645 1.961
O 0.480 0.910 -0.150
I -2.597 0.023 0.727
H -0.362 -1.341 0.004
H 0.122 1.292 -2.036
H 1.573 0.479 -1.713
H 0.879 -0.734 1.916
*
```

The following is a quantum chemistry calculation of a single CH5N3O2S molecule at a distorted geometry, from the Open Molecules 2025 dataset.

SMILES	[H]/N=C/NS(N)(=O)=O
orbital gap	10.50	eV
energy	-753.9919	hartree
lowest unoccupied orbital energy	0.0191	hartree
HOMO	-9.98	eV

Geometry as ORCA input:
```
! RIJCOSX wB97M-V def2-TZVPD def2/J DEFGRID3
* xyz 0 1
H -2.548 0.183 -0.701
N -1.561 0.421 -0.567
C -1.207 0.264 0.644
N 0.090 0.234 1.108
S 1.370 -0.041 0.048
N 0.586 -0.698 -1.152
O 2.291 -0.890 0.756
O 1.824 1.247 -0.300
H -1.964 0.344 1.348
H 0.296 0.011 2.009
H -0.372 -0.095 -1.262
H 1.195 -0.980 -1.931
*
```